This record from OMol25 describes a cluster of 16 separate species, C60H164N12O18 in total at a distorted geometry. The level of theory is ωB97M-V/def2-TZVPD.

Atoms and positions in Å:
C 4.81 -3.29 -0.98
C 5.13 -2.09 -1.92
O 5.30 -2.62 -3.25
H 4.11 -4.01 -1.40
H 4.36 -2.96 -0.05
H 5.73 -3.82 -0.71
H 5.99 -1.52 -1.56
H 4.39 -1.29 -2.00
H 4.43 -2.86 -3.57
C -1.21 -2.69 -5.44
C -1.92 -1.82 -6.53
O -2.83 -0.97 -5.82
H -0.48 -3.40 -5.82
H -1.92 -3.28 -4.86
H -0.71 -1.93 -4.82
H -2.49 -2.30 -7.33
H -1.24 -1.14 -7.03
H -2.28 -0.42 -5.25
C -1.52 0.67 0.67
C -0.35 1.14 -0.18
O -0.45 0.43 -1.37
H -1.63 -0.41 0.76
H -2.50 0.99 0.31
H -1.46 1.14 1.65
H 0.56 0.86 0.34
H -0.32 2.21 -0.38
H 0.19 0.83 -1.96
C 3.55 -4.96 -4.76
C 2.20 -4.47 -4.16
O 2.44 -3.14 -3.62
H 4.03 -4.41 -5.57
H 3.28 -5.89 -5.27
H 4.13 -5.28 -3.90
H 1.91 -5.16 -3.37
H 1.37 -4.38 -4.87
H 1.81 -2.92 -2.93
C -5.89 0.23 0.48
O -5.06 0.44 1.61
C -4.87 1.80 2.02
C -4.05 1.83 3.33
N -4.35 3.06 3.98
C -3.32 3.30 5.08
C -1.94 3.77 4.55
O -1.02 2.69 4.29
C 0.14 3.04 3.51
H -5.29 0.18 -0.43
H -6.66 1.00 0.40
H -6.44 -0.71 0.55
H -5.84 2.31 2.09
H -4.37 2.39 1.25
H -2.98 1.76 3.14
H -4.28 1.02 4.02
H -5.26 3.11 4.42
H -3.26 2.47 5.78
H -3.70 4.05 5.78
H -1.44 4.54 5.15
H -2.13 4.21 3.57
H 0.61 3.98 3.81
H -0.05 3.11 2.44
H 0.90 2.27 3.60
C -7.24 -0.19 13.44
O -6.99 -0.57 12.10
C -5.80 -0.24 11.42
C -5.93 -0.84 10.01
N -4.89 -0.19 9.17
C -4.82 -0.96 7.94
C -3.87 -0.28 6.89
O -2.50 -0.78 6.97
C -1.50 -0.09 6.19
H -8.15 -0.73 13.71
H -7.37 0.89 13.56
H -6.44 -0.49 14.11
H -4.94 -0.69 11.92
H -5.70 0.85 11.42
H -6.94 -0.76 9.61
H -5.85 -1.91 10.20
H -3.98 -0.13 9.60
H -5.80 -1.15 7.50
H -4.41 -1.95 8.14
H -4.00 0.79 7.00
H -4.18 -0.43 5.86
H -0.49 -0.45 6.37
H -1.47 0.97 6.43
H -1.62 -0.26 5.12
C -2.56 -3.42 3.52
C -2.53 -4.23 4.83
C -1.20 -3.95 5.64
O -1.28 -4.69 6.86
C -0.02 -4.80 7.47
N -3.63 -3.78 5.68
H -1.73 -3.55 2.83
H -2.46 -2.34 3.67
H -3.47 -3.61 2.96
H -2.51 -5.26 4.48
H -1.13 -2.87 5.76
H -0.31 -4.25 5.09
H 0.54 -5.49 6.83
H -0.03 -5.29 8.44
H 0.52 -3.85 7.49
H -3.48 -2.79 5.75
H -3.28 -4.05 6.59
C -4.73 5.02 -2.86
C -3.58 4.01 -2.72
C -3.23 3.57 -1.30
O -2.74 4.73 -0.52
C -2.46 4.46 0.88
N -4.03 2.85 -3.49
H -5.08 5.30 -3.85
H -4.58 5.97 -2.34
H -5.68 4.58 -2.58
H -2.65 4.40 -3.14
H -2.50 2.76 -1.36
H -4.00 3.05 -0.72
H -2.05 5.36 1.35
H -1.83 3.64 1.20
H -3.43 4.31 1.36
H -4.28 3.31 -4.35
H -4.93 2.58 -3.13
C 1.42 5.66 0.05
C 1.83 6.93 0.85
C 1.04 6.81 2.19
O -0.33 7.07 1.97
C -1.07 7.37 3.12
N 3.24 6.87 1.16
H 1.55 4.75 0.62
H 2.05 5.51 -0.83
H 0.37 5.74 -0.23
H 1.58 7.86 0.34
H 1.54 7.42 2.95
H 1.15 5.81 2.61
H -0.84 8.34 3.56
H -0.85 6.66 3.92
H -2.14 7.31 2.95
H 3.50 7.75 1.60
H 3.73 6.98 0.29
C -1.73 2.34 -6.22
C -0.77 1.69 -5.20
C 0.16 2.65 -4.41
O 0.75 2.05 -3.29
C 1.56 2.96 -2.52
N -1.75 1.07 -4.26
H -1.17 3.02 -6.86
H -2.52 2.96 -5.78
H -2.24 1.56 -6.78
H -0.22 0.87 -5.66
H -0.50 3.46 -4.09
H 0.89 3.08 -5.09
H 2.25 2.39 -1.89
H 1.00 3.65 -1.89
H 2.23 3.53 -3.16
H -2.38 1.75 -3.89
H -1.28 0.80 -3.41
C -5.33 -2.73 -3.45
C -4.94 -1.54 -2.60
C -3.53 -1.67 -2.00
O -3.38 -2.71 -1.15
C -4.12 -2.59 0.04
N -4.96 -0.38 -3.52
H -4.63 -2.95 -4.25
H -6.32 -2.73 -3.89
H -5.21 -3.67 -2.92
H -5.71 -1.44 -1.84
H -3.22 -0.75 -1.51
H -2.88 -1.74 -2.87
H -5.18 -2.46 -0.20
H -3.76 -1.85 0.74
H -3.97 -3.54 0.56
H -4.38 -0.68 -4.29
H -4.46 0.43 -3.19
C 5.18 1.00 -4.80
C 6.24 0.23 -5.59
C 7.46 -0.13 -4.76
O 8.24 1.01 -4.49
C 9.16 1.29 -5.52
N 5.57 -0.98 -5.98
H 4.38 1.47 -5.36
H 5.58 1.79 -4.16
H 4.68 0.36 -4.07
H 6.48 0.84 -6.46
H 7.98 -1.04 -5.08
H 7.05 -0.50 -3.82
H 9.56 2.30 -5.38
H 8.67 1.21 -6.49
H 9.97 0.57 -5.54
H 5.83 -1.69 -5.31
H 4.57 -0.86 -5.85
C 1.60 -1.94 -0.01
C 1.06 -3.23 -0.54
C 0.11 -4.00 0.43
O -0.27 -5.28 -0.17
C -1.19 -5.99 0.62
N 0.38 -2.84 -1.73
H 2.21 -1.45 -0.77
H 2.11 -2.19 0.92
H 0.74 -1.34 0.28
H 1.93 -3.88 -0.66
H -0.79 -3.41 0.61
H 0.61 -4.17 1.38
H -1.94 -5.41 1.16
H -0.72 -6.65 1.35
H -1.65 -6.67 -0.10
H -0.15 -2.01 -1.48
H -0.20 -3.64 -1.91
C 1.78 -6.33 3.68
C 2.82 -5.14 3.40
C 2.53 -3.82 4.13
O 1.39 -3.22 3.45
C 1.05 -1.97 3.89
N 4.06 -5.70 3.91
H 1.93 -6.68 4.70
H 1.99 -7.12 2.96
H 0.81 -5.88 3.48
H 2.95 -4.99 2.33
H 3.40 -3.17 4.14
H 2.36 -4.01 5.20
H 1.87 -1.25 3.81
H 0.82 -2.00 4.96
H 0.15 -1.59 3.41
H 4.83 -5.06 3.77
H 4.27 -6.41 3.23
C 3.74 0.15 -10.60
C 3.35 0.48 -9.15
C 3.01 -0.66 -8.23
O 2.93 -0.24 -6.83
C 2.20 -1.10 -5.99
N 4.40 1.29 -8.50
H 3.23 -0.70 -11.06
H 4.79 -0.17 -10.55
H 3.51 0.95 -11.30
H 2.45 1.09 -9.16
H 3.68 -1.50 -8.39
H 1.99 -0.96 -8.50
H 2.11 -0.50 -5.08
H 2.69 -2.06 -5.85
H 1.17 -1.24 -6.33
H 5.26 0.80 -8.63
H 4.20 0.99 -7.56
C 7.02 2.05 -1.16
C 5.65 2.64 -1.44
C 4.71 2.73 -0.23
O 4.31 1.38 0.16
C 3.42 1.28 1.26
N 5.80 3.91 -2.11
H 6.90 0.99 -0.94
H 7.45 2.68 -0.38
H 7.68 2.12 -2.02
H 5.11 1.98 -2.12
H 3.79 3.27 -0.44
H 5.06 3.25 0.67
H 3.95 1.40 2.20
H 2.97 0.29 1.28
H 2.65 2.05 1.27
H 6.11 4.64 -1.48
H 6.55 3.88 -2.79

E = -119603.77910 eV

Atomic partial charges in e from the Mulliken method, atoms 1 to 4: C -0.96; C 0.31; O -0.57; H 0.13


This record from OMol25 describes a cluster of 2 separate species, H4O2 in total at a distorted geometry. The level of theory is ωB97M-V/def2-TZVPD.

Atoms and positions in Å:
O -1.92 -0.23 -0.10
H -0.95 -0.25 -0.08
H -2.15 0.52 0.43
O 1.34 -0.18 -0.03
H 1.51 0.76 -0.35
H 2.16 -0.62 0.13

Energy relative to the best compared isomer or geometry (same formula, charge and spin) = 0.159 eV
E = -4159.78030 eV
Structure (SMILES) = O.O

Atomic partial charges in e from the Mulliken method, atoms 1 to 4: O -0.64; H 0.34; H 0.31; O -0.65